ORCA calculation (ωB97M-V/def2-TZVPD) on C24H23N6O4RuS4 as an isolated structure.

```
62
Properties=species:S:1:pos:R:3:lowdin_charge:R:1
Ru 0.570 -0.064 0.122 1.23
C 1.081 0.937 -5.699 -0.40
S -0.173 1.777 -4.705 0.89
C 0.125 1.161 -3.092 -0.89
S 1.685 0.300 -2.799 0.97
N -0.782 1.421 -2.233 -0.04
N -0.796 0.843 -0.997 -0.15
C -0.849 1.684 0.036 -0.11
C -1.325 1.248 1.365 -0.26
C -2.073 2.003 2.248 0.02
C -2.387 1.429 3.470 -0.02
C -1.928 0.153 3.772 -0.01
C -1.144 -0.517 2.851 -0.08
N -0.857 0.031 1.673 -0.01
H 0.828 1.195 -6.726 0.05
H 1.020 -0.142 -5.578 0.01
H 2.083 1.303 -5.488 0.03
H -0.686 2.741 -0.147 0.14
H -2.397 3.000 1.986 0.13
H -2.984 1.975 4.189 0.12
H -2.157 -0.311 4.721 0.12
H -0.730 -1.497 3.047 0.11
C -4.287 -4.026 3.137 -0.03
C -2.922 -3.815 2.548 -0.25
C -1.788 -4.292 3.200 -0.02
C -0.526 -4.135 2.649 -0.04
C -0.407 -3.485 1.429 -0.30
C -1.521 -3.001 0.751 -0.07
C -2.769 -3.170 1.320 -0.02
S 1.212 -3.170 0.841 0.76
O 0.897 -3.461 -0.678 -0.21
O 2.147 -4.073 1.431 -0.22
N 1.589 -1.684 0.954 -0.31
C 2.685 -1.308 1.871 -0.13
C 2.741 0.209 1.991 -0.61
O 3.547 0.729 2.716 0.10
O 1.859 0.878 1.280 -0.17
H -4.256 -4.002 4.226 0.08
H -4.677 -5.002 2.842 0.10
H -4.991 -3.270 2.791 0.08
H -1.891 -4.803 4.149 0.13
H 0.354 -4.515 3.151 0.12
H -1.418 -2.511 -0.209 0.09
H -3.645 -2.801 0.800 0.12
H 3.652 -1.666 1.520 0.13
H 2.527 -1.706 2.874 0.13
N -1.887 -1.130 -4.017 0.00
C -0.646 -1.477 -3.763 -0.49
N 1.817 -0.108 -1.343 -0.48
C 1.834 -3.291 -1.709 -0.29
C 3.199 -3.300 -1.492 -0.01
C 4.044 -3.134 -2.579 -0.04
C 3.530 -2.986 -3.859 -0.06
C 2.158 -3.002 -4.056 -0.10
C 1.293 -3.135 -2.978 -0.48
S -0.466 -3.101 -3.233 1.00
H -2.065 -0.186 -4.332 0.06
H -2.699 -1.735 -3.945 0.10
H 3.606 -3.445 -0.502 0.11
H 5.113 -3.138 -2.419 0.12
H 4.196 -2.876 -4.703 0.11
H 1.742 -2.904 -5.050 0.11
```

**HOMO energy**: -11.26 eV
**Total charge**: +1

=====

ORCA calculation (ωB97M-V/def2-TZVPD) on a 6-piece molecular cluster, C28H42N2O16 overall.

```
88
Properties=species:S:1:pos:R:3:lowdin_charge:R:1
C 16.741 10.210 14.969 -0.19
C 17.286 11.195 14.187 -0.12
C 17.843 12.377 14.739 -0.03
C 17.864 12.468 16.132 -0.16
C 17.310 11.429 16.931 -0.04
C 16.781 10.293 16.333 -0.14
N 18.525 13.620 16.775 -0.48
O 18.690 13.614 18.050 -0.15
O 18.958 14.535 16.184 -0.06
H 16.456 9.285 14.488 0.08
H 17.324 10.881 13.155 0.08
H 18.290 13.164 14.150 0.09
H 17.278 11.557 18.003 0.09
H 16.478 9.447 16.932 0.09
C 19.660 26.878 18.513 -0.12
C 20.426 27.346 19.501 -0.07
C 21.076 26.427 20.365 0.00
C 21.015 25.073 20.094 -0.12
C 20.202 24.581 19.001 0.05
C 19.536 25.558 18.199 -0.05
N 21.634 24.172 21.075 -0.33
O 21.464 22.923 21.000 0.04
O 22.162 24.638 22.021 0.11
H 18.852 27.387 18.008 0.12
H 20.534 28.395 19.735 0.11
H 21.662 26.877 21.153 0.12
H 20.181 23.502 19.041 0.10
H 18.911 25.107 17.443 0.09
C 22.677 20.539 22.789 -0.06
C 21.961 20.249 24.109 -0.15
O 20.790 21.115 24.093 0.04
C 20.642 22.043 24.960 -0.53
O 21.261 22.267 25.988 0.10
O 19.480 22.834 24.607 -0.06
C 18.889 23.661 25.591 -0.09
H 23.611 19.984 22.871 0.08
H 22.774 21.615 22.645 0.06
H 22.188 20.036 21.955 0.06
H 22.533 20.552 24.985 0.11
H 21.838 19.167 24.152 0.12
H 18.414 23.021 26.335 0.09
H 18.185 24.329 25.095 0.09
H 19.567 24.240 26.218 0.08
C 15.696 18.595 15.271 -0.05
C 15.947 17.338 16.094 -0.20
O 14.812 16.511 16.293 0.03
C 14.600 15.428 15.574 -0.59
O 15.343 15.033 14.673 0.10
O 13.514 14.830 16.051 0.00
C 12.977 13.580 15.460 0.00
H 14.829 19.153 15.623 0.07
H 15.552 18.370 14.214 0.08
H 16.571 19.241 15.355 0.06
H 16.242 17.480 17.134 0.11
H 16.752 16.711 15.711 0.12
H 13.709 13.049 14.851 0.08
H 12.098 13.751 14.839 0.09
H 12.897 12.893 16.302 0.09
C 20.367 22.509 15.836 -0.03
C 19.230 21.930 16.714 -0.18
O 18.275 22.993 16.960 -0.02
C 17.143 22.620 17.540 -0.47
O 16.785 21.434 17.693 0.08
O 16.374 23.815 17.815 -0.07
C 15.089 23.781 18.497 -0.04
H 19.991 22.688 14.828 0.08
H 21.074 21.694 15.678 0.08
H 20.909 23.288 16.370 0.07
H 19.424 21.463 17.679 0.12
H 18.709 21.102 16.232 0.12
H 14.348 23.484 17.755 0.08
H 14.808 24.808 18.731 0.09
H 14.989 23.005 19.256 0.09
C 17.449 21.299 21.017 -0.05
C 18.788 20.592 21.205 -0.21
O 18.638 19.217 20.958 0.02
C 19.531 18.221 20.999 -0.55
O 20.631 18.285 21.543 0.10
O 19.164 17.155 20.299 0.03
C 17.978 17.081 19.534 -0.04
H 17.464 22.383 21.135 0.08
H 16.824 20.920 21.825 0.08
H 16.923 21.081 20.087 0.05
H 19.188 20.827 22.191 0.11
H 19.559 20.983 20.541 0.11
H 17.921 17.876 18.790 0.08
H 17.092 17.191 20.160 0.09
H 17.838 16.140 19.002 0.09
```

**Multiplicity**: 2
**<S²>**: 0.766
**HOMO energy (alpha / beta)**: -1.15 / -4.69 eV
**Total charge**: -1

=====

ORCA calculation (ωB97M-V/def2-TZVPD) on C5H8S in the gas phase.

```
14
Properties=species:S:1:pos:R:3:lowdin_charge:R:1
C -0.786 1.256 0.496 -0.20
C -1.311 0.322 -0.519 -0.59
C 0.575 -1.814 0.232 -0.49
C 1.524 -0.710 -0.022 -0.20
C 2.193 0.288 -0.234 0.08
H -0.803 0.977 1.578 0.09
H 0.192 1.566 0.352 0.00
H -1.388 2.229 0.511 0.10
H -2.323 0.493 -0.944 0.09
H -0.758 0.468 -1.451 0.07
H 0.752 -2.291 1.204 0.08
H 0.832 -2.625 -0.455 0.07
H 2.486 1.233 -0.711 0.06
S -1.185 -1.391 -0.036 0.84
```

**HOMO energy**: -8.62 eV
**Structure (SMILES)**: C#CCSCC
**Total charge**: 0

=====

ORCA calculation (ωB97M-V/def2-TZVPD) on C36H48BF3N9S4Ti as an isolated structure.

```
102
Properties=species:S:1:pos:R:3:lowdin_charge:R:1
Ti -1.935 0.656 -1.524 0.27
C 2.994 0.932 -4.033 -0.05
C 2.792 0.942 -2.554 -0.23
C 3.799 1.148 -1.668 0.07
C 3.545 1.159 -0.270 -0.20
N 2.350 0.942 0.191 0.20
N 1.351 0.726 -0.680 0.01
B 0.030 0.345 -0.023 -0.67
N -0.119 -1.136 0.225 0.01
N 0.982 -1.884 0.076 0.21
C 0.945 -3.125 0.461 -0.19
C -0.220 -3.666 1.069 0.08
C -1.345 -2.915 1.209 -0.24
C -2.599 -3.423 1.840 -0.05
C -1.300 -1.584 0.702 -0.59
S -2.651 -0.544 0.644 0.75
C 2.195 -3.966 0.269 -0.55
C 3.308 -3.141 -0.376 -0.05
C 2.667 -4.471 1.640 -0.03
C 1.854 -5.157 -0.637 -0.03
N -0.222 1.153 1.252 -0.03
N 0.071 0.572 2.408 0.20
C -0.157 1.234 3.513 -0.18
C -0.656 2.557 3.469 0.09
C -0.963 3.149 2.276 -0.22
C -1.541 4.520 2.162 -0.04
C -0.766 2.364 1.113 -0.58
S -1.226 2.828 -0.471 0.79
C 0.105 0.461 4.800 -0.54
C -0.214 1.297 6.038 -0.06
C -0.780 -0.794 4.793 -0.04
C 1.580 0.044 4.830 -0.04
C 1.484 0.741 -2.013 -0.57
S 0.118 0.542 -3.006 0.78
C 4.659 1.443 0.723 -0.55
C 4.143 1.366 2.157 -0.06
C 5.206 2.852 0.455 -0.03
C 5.773 0.403 0.530 -0.03
H 4.038 1.110 -4.283 0.09
H 2.376 1.696 -4.506 0.08
H 2.683 -0.027 -4.452 0.09
H 4.805 1.320 -2.028 0.13
H -0.210 -4.691 1.417 0.13
H -2.492 -4.463 2.142 0.09
H -3.437 -3.329 1.148 0.08
H -2.849 -2.822 2.716 0.09
H 3.567 -2.280 0.241 0.07
H 3.007 -2.772 -1.357 0.08
H 4.195 -3.765 -0.496 0.09
H 2.883 -3.636 2.309 0.09
H 3.580 -5.057 1.522 0.09
H 1.924 -5.111 2.118 0.08
H 1.514 -4.814 -1.616 0.09
H 1.074 -5.787 -0.206 0.08
H 2.740 -5.775 -0.780 0.09
H -0.829 3.095 4.391 0.12
H -1.627 4.987 3.141 0.09
H -2.527 4.474 1.697 0.09
H -0.919 5.144 1.519 0.09
H -1.261 1.605 6.060 0.09
H 0.417 2.186 6.101 0.09
H -0.030 0.699 6.930 0.09
H -1.838 -0.525 4.759 0.09
H -0.602 -1.377 5.697 0.09
H -0.552 -1.416 3.926 0.07
H 2.236 0.916 4.814 0.09
H 1.816 -0.581 3.968 0.07
H 1.788 -0.521 5.740 0.09
H 3.363 2.107 2.337 0.08
H 4.967 1.553 2.847 0.09
H 3.724 0.384 2.372 0.07
H 4.417 3.600 0.554 0.09
H 5.636 2.938 -0.545 0.08
H 5.991 3.085 1.175 0.09
H 5.403 -0.603 0.733 0.08
H 6.591 0.610 1.222 0.09
H 6.183 0.421 -0.480 0.08
F -6.813 1.704 -3.776 0.13
C -6.297 2.895 -3.420 -0.61
F -6.658 3.125 -2.152 0.14
F -6.902 3.824 -4.179 0.14
C -4.805 2.930 -3.602 -0.11
C -4.217 3.852 -4.443 0.02
C -2.834 3.876 -4.591 -0.03
C -2.089 2.954 -3.890 -0.14
N -2.653 2.044 -3.090 -0.13
C -3.988 2.018 -2.911 -0.66
S -4.486 0.817 -1.771 0.67
H -4.837 4.557 -4.979 0.13
H -2.353 4.594 -5.238 0.11
H -1.009 2.916 -3.961 0.09
C -5.245 -2.524 -3.051 -0.02
N -3.978 -2.208 -3.713 -0.17
C -4.014 -1.930 -5.149 -0.01
C -2.979 -1.779 -3.005 -0.27
N -2.108 -1.403 -2.329 0.08
H -5.698 -3.376 -3.557 0.10
H -5.916 -1.665 -3.091 0.08
H -5.057 -2.781 -2.012 0.10
H -4.321 -2.828 -5.684 0.10
H -3.024 -1.634 -5.488 0.10
H -4.721 -1.125 -5.356 0.10
```

**Multiplicity**: 3
**<S²>**: 2.011
**HOMO energy (alpha / beta)**: -9.63 / -10.26 eV
**Total charge**: +1

=====

ORCA calculation (ωB97M-V/def2-TZVPD) on C13H21N4NiO8S3 as an isolated structure.

```
50
Properties=species:S:1:pos:R:3:lowdin_charge:R:1
Ni 1.006 -1.557 0.169 0.56
N 1.192 0.177 -1.149 0.01
C 0.471 -0.208 -2.346 -0.32
C 0.627 0.707 -3.549 -0.14
C -0.270 1.946 -3.478 -0.18
C -1.640 1.695 -4.130 -0.17
N -2.293 0.428 -3.771 0.08
C -2.661 0.097 -2.518 -0.48
N -2.766 1.023 -1.560 0.19
N -2.971 -1.158 -2.236 0.22
C 0.794 -1.684 -2.664 -0.62
O 0.474 -2.090 -3.793 -0.02
O 1.281 -2.342 -1.709 -0.03
H 0.874 1.023 -0.696 0.07
H 2.197 0.197 -1.278 0.10
H -0.561 -0.251 -2.016 0.10
H 0.419 0.140 -4.458 0.11
H 1.683 0.987 -3.609 0.12
H 0.169 2.801 -3.999 0.11
H -0.373 2.268 -2.437 0.10
H -1.494 1.638 -5.208 0.12
H -2.342 2.513 -3.958 0.11
H -2.086 -0.354 -4.373 0.15
H -2.360 1.923 -1.758 0.09
H -2.567 0.690 -0.602 0.02
H -2.640 -1.843 -2.902 0.13
H -3.001 -1.523 -1.241 0.06
O -2.947 -2.256 0.197 -0.43
S -1.740 -2.146 1.036 0.13
O -1.950 -2.605 2.387 -0.39
O -0.591 -2.827 0.366 -0.45
S -1.047 -0.196 1.072 0.33
C -0.067 1.854 5.523 -0.06
C 0.764 0.991 4.616 -0.28
C 0.553 -0.381 4.558 -0.04
C 1.299 -1.186 3.713 -0.06
C 2.271 -0.612 2.906 -0.29
C 2.498 0.755 2.947 -0.06
C 1.747 1.546 3.802 -0.05
S 3.144 -1.627 1.734 0.48
O 4.452 -1.927 2.239 -0.29
O 2.229 -2.766 1.516 -0.34
O 3.091 -0.843 0.482 -0.36
H -1.105 1.516 5.539 0.08
H -0.055 2.895 5.200 0.07
H 0.304 1.822 6.551 0.08
H -0.242 -0.827 5.145 0.12
H 1.082 -2.241 3.622 0.12
H 3.237 1.200 2.292 0.11
H 1.913 2.618 3.823 0.10
```

**Multiplicity**: 3
**<S²>**: 2.004
**HOMO energy (alpha / beta)**: -5.24 / -5.24 eV
**Total charge**: -1

=====

ORCA calculation (ωB97M-V/def2-TZVPD) on C27H17BBrCl5N3NiO4 as an isolated structure.

```
59
Properties=species:S:1:pos:R:3:lowdin_charge:R:1
Ni 0.258 0.078 -0.813 0.36
Cl -1.556 0.720 -3.213 0.74
C -1.033 -0.930 -3.102 -0.68
C -0.131 -1.271 -2.098 -0.26
C 0.257 -2.603 -2.049 -0.68
Cl 1.380 -3.102 -0.823 0.69
C -0.244 -3.567 -2.924 -0.71
Cl 0.267 -5.212 -2.821 0.66
C -1.187 -3.198 -3.879 -0.71
Cl -1.861 -4.380 -4.941 0.66
C -1.588 -1.868 -3.967 -0.71
Cl -2.810 -1.412 -5.102 0.68
O -6.239 -0.737 -3.373 0.10
C -6.183 -0.126 -2.165 -0.48
O -7.113 0.524 -1.775 0.12
C -4.913 -0.321 -1.406 -0.15
C -4.199 -1.512 -1.484 -0.02
C -2.984 -1.636 -0.834 -0.01
C -2.475 -0.550 -0.137 -0.25
C -3.199 0.629 -0.005 0.01
C -4.430 0.728 -0.630 0.00
N -1.138 -0.601 0.354 0.05
C -0.918 -0.868 1.575 -0.02
C 0.449 -0.873 2.127 -0.26
C 0.674 -1.102 3.477 -0.01
C 1.980 -1.045 3.938 -0.06
C 2.998 -0.769 3.041 -0.04
C 2.674 -0.562 1.705 -0.10
N 1.427 -0.614 1.263 0.11
H -5.360 -1.061 -3.618 0.07
H -4.584 -2.354 -2.048 0.13
H -2.406 -2.549 -0.907 0.12
H -2.760 1.448 0.552 0.11
H -5.014 1.636 -0.558 0.13
H -1.746 -1.083 2.249 0.15
H -0.155 -1.294 4.145 0.12
H 2.198 -1.202 4.986 0.11
H 4.028 -0.699 3.364 0.11
H 3.434 -0.330 0.966 0.12
Br 5.542 3.284 3.889 0.69
C 3.837 2.973 3.098 -0.69
C 2.740 2.797 3.926 -0.14
C 1.505 2.540 3.349 -0.03
C 1.372 2.461 1.969 -0.13
C 2.485 2.667 1.161 -0.01
C 3.729 2.921 1.719 -0.11
C 0.043 2.058 1.359 -0.60
O -0.936 1.939 2.105 0.01
O 0.056 1.840 0.101 -0.08
H 2.855 2.850 5.000 0.09
H 0.626 2.382 3.962 0.12
H 2.375 2.597 0.088 0.10
H 4.594 3.053 1.083 0.10
B 4.411 1.364 -2.051 -0.43
C 2.893 0.956 -1.872 -0.17
N 1.800 0.625 -1.718 0.12
H 4.712 1.216 -3.215 -0.01
H 5.048 0.624 -1.323 0.00
H 4.518 2.523 -1.700 -0.01
```

**HOMO energy (alpha / beta)**: -6.25 / -6.25 eV
**Total charge**: -1

=====

Q: Which value of total charge does entry 4 give?
A: +1

=====

Q: total charge of number 4 (C36H48BF3N9S4Ti)?
A: +1

=====

Q: Which formula does entry 2 have?
A: C28H42N2O16